No. 1
DFT (the ωB97M-V functional and the def2-TZVPD basis) results for 14 unconnected molecules or ions with the total composition C53H147N13O14.

Last column: Mulliken charge in e.
Geometry (Å):
C1 -3.24 -2.50 -6.16  -1.857
C2 -1.76 -2.27 -5.78  2.126
C3 -1.35 -3.33 -4.76  0.802
O1 -1.13 -4.53 -5.46  -0.427
C4 -0.45 -5.53 -4.76  -0.607
N1 -0.84 -2.28 -6.92  -0.577
H1 -3.46 -1.64 -6.78  0.432
H2 -3.82 -2.56 -5.31  0.251
H3 -3.32 -3.41 -6.79  0.367
H4 -1.73 -1.24 -5.28  -1.265
H5 -2.03 -3.41 -3.89  -0.715
H6 -0.41 -3.13 -4.21  0.086
H7 0.61 -5.33 -4.51  0.218
H8 -0.52 -6.42 -5.42  0.326
H9 -0.94 -5.71 -3.82  0.145
H10 -1.25 -1.66 -7.60  0.308
H11 -0.89 -3.22 -7.34  0.346
C5 -5.03 -4.58 4.62  -1.098
C6 -5.28 -3.08 4.71  0.847
C7 -5.52 -2.18 3.45  -0.913
O2 -4.41 -2.14 2.58  0.076
C8 -4.75 -1.50 1.39  -0.795
N2 -6.51 -2.93 5.59  -0.795
H12 -4.98 -4.98 5.61  0.392
H13 -4.12 -4.78 4.03  0.079
H14 -5.89 -5.08 4.09  0.299
H15 -4.52 -2.57 5.30  -0.051
H16 -5.75 -1.13 3.84  0.277
H17 -6.44 -2.51 2.90  0.339
H18 -3.93 -1.75 0.68  -0.338
H19 -4.92 -0.44 1.51  0.497
H20 -5.67 -1.93 1.05  0.589
H21 -6.84 -1.96 5.63  0.282
H22 -7.25 -3.45 5.08  0.293
C9 0.57 -7.62 0.78  -1.587
C10 1.28 -6.37 0.62  0.335
C11 1.39 -5.99 -0.81  1.527
O3 2.32 -6.89 -1.46  -0.467
C12 2.33 -6.62 -2.80  -0.651
N3 0.70 -5.21 1.35  -0.095
H23 -0.40 -7.51 0.36  0.222
H24 0.36 -7.94 1.80  0.400
H25 1.11 -8.43 0.30  0.386
H26 2.36 -6.50 0.97  0.243
H27 1.79 -5.01 -0.90  -0.558
H28 0.39 -5.94 -1.33  -0.442
H29 2.59 -5.57 -2.98  0.125
H30 1.34 -6.82 -3.18  0.374
H31 3.08 -7.35 -3.15  0.310
H32 -0.24 -5.00 1.04  -0.135
H33 0.70 -5.42 2.35  0.109
C13 -0.86 -0.97 6.05  -1.518
C14 -0.30 -1.47 4.71  0.595
C15 -1.28 -2.28 3.98  -0.023
O4 -1.75 -3.49 4.62  -0.017
C16 -0.75 -4.36 5.15  -0.963
N4 -0.10 -0.26 3.86  -0.163
H34 0.00 -0.50 6.57  0.401
H35 -1.10 -1.85 6.63  0.439
H36 -1.68 -0.25 6.03  0.223
H37 0.63 -2.01 4.83  0.492
H38 -0.87 -2.55 3.03  -0.609
H39 -2.14 -1.68 3.79  0.083
H40 -1.25 -5.27 5.45  0.203
H41 -0.43 -3.83 6.07  0.329
H42 0.10 -4.52 4.56  0.314
H43 0.35 0.49 4.47  0.182
H44 -1.03 0.08 3.67  0.050
C17 -2.52 -5.09 -1.69  -0.893
C18 -3.28 -4.69 -0.40  1.609
C19 -3.83 -5.88 0.34  -0.449
O5 -4.98 -6.37 -0.25  -0.447
C20 -6.16 -5.80 0.29  -0.402
N5 -2.34 -4.09 0.54  0.618
H45 -3.25 -5.52 -2.42  0.455
H46 -1.75 -5.83 -1.51  -0.003
H47 -2.05 -4.21 -2.18  -0.368
H48 -4.10 -4.00 -0.66  -0.127
H49 -4.00 -5.57 1.42  0.213
H50 -2.99 -6.66 0.43  -0.070
H51 -6.06 -4.71 0.20  0.088
H52 -6.47 -6.19 1.32  0.226
H53 -6.97 -6.07 -0.43  0.266
H54 -1.90 -3.28 0.16  -0.460
H55 -2.73 -3.80 1.47  -0.377
C21 2.02 6.80 5.34  -1.506
C22 2.80 7.30 4.07  1.679
C23 1.89 7.76 2.97  -0.515
O6 2.67 8.35 1.93  -0.415
C24 1.80 8.89 0.88  -0.600
N6 3.78 8.38 4.42  -0.788
H56 1.31 7.53 5.68  0.518
H57 2.67 6.63 6.16  0.482
H58 1.46 5.92 4.99  0.185
H59 3.40 6.46 3.69  -0.825
H60 1.19 8.54 3.34  0.518
H61 1.26 6.90 2.60  -0.026
H62 1.20 9.73 1.29  0.311
H63 1.05 8.09 0.58  0.162
H64 2.44 9.09 0.00  0.264
H65 3.96 8.87 3.62  0.318
H66 3.27 8.93 5.09  0.277
C25 -3.69 2.47 1.00  -1.552
C26 -2.63 3.54 0.62  0.178
C27 -1.60 3.72 1.77  0.064
O7 -2.28 3.88 2.99  -0.411
C28 -1.37 4.27 3.96  -0.434
N7 -1.96 3.23 -0.64  0.491
H67 -3.16 1.57 1.15  0.197
H68 -4.34 2.21 0.17  0.495
H69 -4.21 2.81 1.88  0.593
H70 -3.04 4.53 0.47  0.328
H71 -0.97 4.60 1.55  0.231
H72 -0.88 2.96 1.79  -0.243
H73 -1.10 5.35 3.82  0.293
H74 -0.37 3.63 3.99  -0.020
H75 -1.85 4.07 4.91  0.391
H76 -1.44 2.42 -0.52  -0.774
H77 -2.75 3.04 -1.29  0.117
C29 2.26 1.89 3.03  0.078
C30 3.05 1.27 4.21  0.109
C31 4.39 2.02 4.39  -0.950
O8 4.00 3.43 4.71  -0.130
C32 5.15 4.24 4.92  -0.831
N8 2.16 1.30 5.38  -0.506
H78 2.22 2.99 3.15  0.124
H79 1.32 1.39 2.85  -0.452
H80 2.79 1.59 2.16  0.175
H81 3.30 0.19 4.03  0.478
H82 4.94 2.06 3.42  0.257
H83 4.99 1.73 5.30  0.476
H84 5.73 4.30 3.95  0.282
H85 5.79 3.86 5.76  0.301
H86 4.85 5.23 5.14  0.183
H87 2.55 0.73 6.12  0.287
H88 2.27 2.25 5.69  0.199
C33 4.58 5.44 1.10  -1.897
C34 4.45 4.06 0.51  2.153
C35 4.17 4.24 -0.97  -0.468
O9 2.98 4.97 -1.13  -0.024
C36 2.72 5.30 -2.48  -0.870
N9 5.63 3.27 0.82  -0.629
H89 4.86 5.43 2.15  0.300
H90 3.60 5.88 1.06  0.301
H91 5.27 6.04 0.56  0.375
H92 3.57 3.63 0.93  -0.833
H93 3.95 3.27 -1.47  -0.269
H94 4.98 4.83 -1.44  0.653
H95 2.81 4.49 -3.18  0.436
H96 3.34 6.19 -2.77  0.284
H97 1.71 5.64 -2.55  -0.025
H98 5.56 2.42 0.28  0.149
H99 6.43 3.68 0.35  0.397
C37 -3.74 1.29 -5.23  -1.286
C38 -3.87 1.52 -3.73  0.041
C39 -3.12 0.54 -2.93  0.644
O10 -3.54 -0.82 -3.10  0.308
C40 -4.73 -1.15 -2.47  -0.749
N10 -3.37 2.83 -3.31  -0.323
H100 -2.70 1.04 -5.50  0.004
H101 -4.03 2.18 -5.85  0.418
H102 -4.39 0.53 -5.58  0.383
H103 -4.88 1.48 -3.42  0.659
H104 -3.09 0.80 -1.85  -0.398
H105 -2.02 0.46 -3.20  -0.569
H106 -4.74 -0.98 -1.36  0.042
H107 -4.75 -2.24 -2.49  0.179
H108 -5.70 -0.82 -2.87  0.377
H109 -3.92 3.56 -3.82  0.353
H110 -2.38 2.89 -3.68  0.035
C41 5.28 -2.58 0.17  -1.817
C42 4.25 -2.96 -0.85  1.323
C43 4.27 -2.09 -2.10  -0.940
O11 4.01 -0.72 -1.66  0.330
C44 4.93 0.16 -2.29  -0.460
N11 4.34 -4.35 -1.36  -0.343
H111 5.19 -3.22 1.07  0.405
H112 5.15 -1.59 0.50  0.321
H113 6.24 -2.78 -0.28  0.415
H114 3.25 -2.77 -0.45  -0.469
H115 3.47 -2.40 -2.78  -0.157
H116 5.30 -2.03 -2.59  0.711
H117 4.85 1.10 -1.69  -0.364
H118 4.60 0.38 -3.34  0.233
H119 5.99 -0.07 -2.27  0.425
H120 5.33 -4.50 -1.50  0.313
H121 3.99 -4.94 -0.58  0.157
C45 1.72 2.86 -5.36  -1.586
C46 0.58 1.85 -5.20  0.159
C47 1.01 0.47 -4.67  1.681
O12 2.04 0.07 -5.57  -0.533
C48 2.48 -1.23 -5.30  -0.266
N12 -0.37 2.48 -4.25  -0.111
H122 2.32 2.65 -6.24  0.448
H123 2.35 2.86 -4.43  -0.086
H124 1.35 3.85 -5.35  0.602
H125 0.16 1.87 -6.21  0.219
H126 0.30 -0.36 -4.53  -0.320
H127 1.49 0.60 -3.76  -0.802
H128 2.74 -1.38 -4.21  -0.246
H129 3.44 -1.47 -5.84  0.330
H130 1.73 -1.94 -5.63  0.154
H131 -0.34 3.45 -4.33  0.188
H132 -0.31 2.17 -3.29  -0.400
C49 0.44 -1.62 -1.80  0.761
C50 0.51 -1.01 -0.43  0.245
C51 -0.19 0.29 -0.30  -0.693
O13 0.18 1.32 -1.22  2.882
C52 1.45 1.89 -0.89  -1.114
N13 -0.08 -1.88 0.57  1.305
H133 0.96 -0.96 -2.52  -1.132
H134 -0.64 -1.76 -2.16  -0.174
H135 0.92 -2.58 -1.99  0.285
H136 1.57 -0.66 -0.20  -0.648
H137 0.15 0.59 0.71  -0.068
H138 -1.30 0.21 -0.22  -0.491
H139 2.10 1.15 -0.46  0.266
H140 1.35 2.73 -0.18  0.216
H141 1.82 2.29 -1.83  -0.778
H142 0.37 -2.83 0.60  -0.161
H143 0.08 -1.46 1.49  -0.229
C53 -1.13 5.90 -2.44  -0.749
O14 -0.17 5.36 -1.59  -0.088
H144 -0.83 5.98 -3.54  0.221
H145 -2.04 5.28 -2.37  0.134
H146 -1.53 6.84 -2.03  0.311
H147 -0.56 4.49 -1.21  0.030

## Properties
Energy relative to the best compared isomer or geometry (same formula, charge and spin)   0.0 kJ/mol
Total energy   -105371.5033 eV
Frontier orbital gap   0.34514 Ha
2S+1   1
M   1190.84 g mol⁻¹


No. 2
DFT (the ωB97M-V functional and the def2-TZVPD basis) results for a molecular structure, C53H33AsF5INO4PReSe.

Last column: Mulliken spin population.
Geometry (Å):
Re1 -0.44 0.49 0.49  2.439
C1 -2.24 -1.30 5.90  -0.003
C2 -1.43 -1.81 4.89  0.004
C3 -0.92 -0.97 3.92  0.009
C4 -1.25 0.39 3.94  -0.027
C5 -2.06 0.90 4.95  -0.003
C6 -2.55 0.05 5.93  0.001
P1 -0.45 1.44 2.69  0.045
C7 -1.15 3.09 2.79  0.039
C8 -2.51 3.21 2.51  -0.033
C9 -3.09 4.46 2.40  -0.002
C10 -2.31 5.60 2.56  0.000
C11 -0.95 5.48 2.83  0.002
C12 -0.36 4.23 2.94  0.013
C13 1.26 1.36 3.25  0.027
C14 1.74 1.92 4.40  0.015
C15 3.08 1.68 4.78  -0.010
C16 3.88 0.88 4.01  0.007
C17 3.38 0.24 2.85  -0.004
C18 4.17 -0.65 2.08  0.057
C19 3.63 -1.25 0.98  -0.047
C20 2.30 -0.98 0.58  -0.019
C21 1.49 -0.13 1.29  0.044
C22 2.04 0.48 2.46  -0.105
H1 -2.63 -1.96 6.66  0.000
H2 -1.18 -2.86 4.87  0.000
H3 -0.28 -1.35 3.14  -0.012
H4 -2.31 1.96 4.97  0.000
H5 -3.18 0.44 6.72  0.000
H6 -3.11 2.31 2.37  0.007
H7 -4.15 4.55 2.18  0.001
H8 -2.76 6.58 2.46  0.000
H9 -0.34 6.37 2.94  0.000
H10 0.70 4.13 3.11  0.005
H11 1.11 2.54 5.02  0.002
H12 3.46 2.13 5.69  0.000
H13 4.91 0.71 4.30  0.000
H14 5.20 -0.82 2.37  0.003
H15 4.22 -1.94 0.39  0.000
H16 1.95 -1.43 -0.34  0.022
O1 -0.40 -1.65 -0.51  0.039
C23 -0.94 -2.68 -0.10  -0.012
C24 -2.02 -2.78 0.84  0.026
C25 -2.56 -4.04 1.11  -0.003
C26 -3.64 -4.17 1.94  0.008
C27 -4.23 -3.03 2.52  -0.002
C28 -3.73 -1.79 2.26  -0.003
C29 -2.59 -1.62 1.43  0.033
O2 -2.15 -0.43 1.26  0.095
N1 -4.17 -5.49 2.23  -0.001
O3 -5.08 -5.56 3.04  0.002
O4 -3.68 -6.44 1.65  0.003
H17 -0.57 -3.64 -0.48  -0.005
H18 -2.14 -4.92 0.64  0.001
H19 -5.09 -3.18 3.17  0.000
H20 -4.18 -0.90 2.68  0.000
I1 1.04 2.56 -0.43  0.067
C30 2.95 -0.88 -6.83  0.000
C31 1.68 -1.45 -6.85  0.000
C32 0.85 -1.33 -5.75  0.000
C33 1.27 -0.64 -4.62  0.000
C34 2.56 -0.09 -4.60  0.003
C35 3.39 -0.21 -5.70  0.002
As1 0.10 -0.18 -3.11  0.090
C36 -0.59 1.40 -4.02  -0.037
C37 0.06 2.61 -4.19  0.000
C38 -0.55 3.63 -4.91  0.004
C39 -1.82 3.43 -5.44  0.002
C40 -2.48 2.23 -5.27  -0.001
C41 -1.86 1.20 -4.56  -0.002
C42 -2.41 -0.15 -4.36  0.007
C43 -3.66 -0.60 -4.77  0.000
C44 -4.03 -1.92 -4.55  0.000
C45 -3.15 -2.80 -3.94  0.000
C46 -1.91 -2.36 -3.52  0.004
C47 -1.54 -1.04 -3.71  -0.021
H21 3.59 -0.95 -7.70  0.000
H22 1.34 -1.99 -7.72  0.000
H23 -0.15 -1.77 -5.78  0.000
H24 2.89 0.44 -3.71  0.005
H25 4.38 0.22 -5.68  0.000
H26 1.04 2.76 -3.75  0.003
H27 -0.04 4.57 -5.04  0.000
H28 -2.30 4.23 -5.99  0.000
H29 -3.46 2.08 -5.70  0.000
H30 -4.35 0.08 -5.25  0.000
H31 -5.01 -2.26 -4.85  0.000
H32 -3.44 -3.83 -3.77  0.000
H33 -1.22 -3.04 -3.02  0.000
F1 -7.85 0.05 -1.76  0.001
C48 -6.57 0.39 -1.57  0.018
C49 -6.20 1.72 -1.60  -0.008
F2 -7.13 2.66 -1.81  0.000
C50 -4.88 2.08 -1.40  0.006
F3 -4.54 3.37 -1.42  0.000
C51 -3.89 1.12 -1.16  0.065
Se1 -2.12 1.74 -0.93  0.174
C52 -4.30 -0.21 -1.18  -0.034
F4 -3.39 -1.16 -1.01  0.000
C53 -5.61 -0.58 -1.36  -0.006
F5 -5.95 -1.87 -1.35  0.000

## Properties
Energy relative to the best compared isomer or geometry (same formula, charge and spin)   0.0 kJ/mol
Total energy   -224466.6828 eV
Frontier orbital gap (spin up / spin down)   0.25241 / 0.23827 Ha
2S+1   4
M   1340.81 g mol⁻¹
<S²>   3.7893


No. 3
DFT (the ωB97M-V functional and the def2-TZVPD basis) results for a molecular structure, C53H34F15GeIN4O5STeTi.

Last column: Mulliken spin population.
Geometry (Å):
Ti1 -0.31 -0.64 0.38  0.964
O1 -1.33 2.14 -2.45  0.045
C1 -0.94 1.48 -1.35  0.251
O2 -0.89 0.19 -1.38  0.013
C2 -0.60 2.18 -0.17  0.152
C3 -0.37 3.56 0.03  0.079
C4 0.19 3.95 1.21  0.031
C5 0.59 3.00 2.20  0.178
C6 0.36 1.68 1.94  -0.029
N1 -0.29 1.31 0.83  0.223
C7 0.88 0.47 2.73  -0.011
O3 1.57 0.61 3.72  0.005
O4 0.54 -0.67 2.18  -0.044
H1 -1.33 1.49 -3.17  -0.001
H2 -0.57 4.26 -0.76  0.008
H3 0.39 5.00 1.38  0.006
H4 1.12 3.28 3.10  0.014
C8 -9.91 0.13 -0.51  0.000
C9 -8.43 -0.08 -0.70  0.003
C10 -7.51 0.49 0.17  0.001
C11 -6.14 0.27 0.03  -0.023
C12 -5.20 0.97 0.99  0.029
C13 -5.69 -0.55 -1.01  -0.015
Te1 -3.61 -1.00 -1.10  0.369
N2 -2.21 -0.98 1.15  0.610
C14 -1.73 -2.22 0.92  -0.213
O5 -1.33 -2.48 -0.29  0.171
C15 -1.63 -3.26 1.98  0.060
C16 -1.75 -2.92 3.32  0.042
C17 -1.64 -3.91 4.29  -0.005
C18 -1.42 -5.23 3.92  0.010
C19 -1.30 -5.57 2.58  -0.005
C20 -1.40 -4.58 1.61  0.016
C21 -4.01 -3.08 -1.02  0.101
C22 -3.48 -3.91 -2.01  -0.057
C23 -2.63 -3.41 -3.15  0.007
C24 -3.73 -5.28 -1.94  -0.008
C25 -4.47 -5.84 -0.91  0.009
C26 -4.70 -7.32 -0.83  -0.001
C27 -4.95 -4.99 0.08  -0.003
C28 -4.73 -3.62 0.06  -0.048
C29 -5.28 -2.80 1.20  0.002
C30 -6.59 -1.08 -1.94  -0.001
C31 -6.16 -1.89 -3.14  0.031
C32 -7.95 -0.85 -1.76  0.003
H5 -10.12 0.63 0.43  0.000
H6 -10.45 -0.82 -0.52  0.000
H7 -10.32 0.75 -1.32  0.000
H8 -7.86 1.12 0.98  -0.001
H9 -5.70 1.18 1.94  0.003
H10 -4.88 1.93 0.57  -0.001
H11 -4.30 0.40 1.20  -0.014
H12 -1.93 -1.89 3.59  0.015
H13 -1.72 -3.65 5.34  0.000
H14 -1.33 -6.00 4.68  0.000
H15 -1.14 -6.60 2.28  0.000
H16 -1.31 -4.81 0.55  0.005
H17 -2.09 -2.50 -2.90  -0.008
H18 -3.24 -3.21 -4.03  -0.001
H19 -1.89 -4.17 -3.42  0.000
H20 -3.32 -5.92 -2.71  0.000
H21 -4.37 -7.82 -1.74  0.000
H22 -5.76 -7.55 -0.68  0.000
H23 -4.15 -7.76 0.01  0.001
H24 -5.50 -5.41 0.92  -0.001
H25 -5.31 -3.41 2.11  0.002
H26 -6.29 -2.45 0.99  0.002
H27 -4.66 -1.93 1.41  -0.012
H28 -5.17 -1.60 -3.48  0.001
H29 -6.87 -1.75 -3.95  0.002
H30 -6.11 -2.96 -2.90  -0.005
H31 -8.65 -1.27 -2.47  0.001
I1 2.82 -5.86 -1.55  0.000
C33 2.19 -4.25 -0.45  -0.002
C34 2.27 -4.11 0.92  0.003
N3 1.67 -2.95 1.20  0.009
N4 1.22 -2.33 0.11  -0.080
C35 1.51 -3.11 -0.91  0.051
H32 2.72 -4.73 1.67  0.000
H33 1.54 -2.46 2.08  0.003
H34 1.24 -2.83 -1.92  0.005
F1 3.50 -1.03 2.27  -0.002
C36 4.18 0.10 2.49  -0.005
C37 4.56 0.89 1.42  0.010
C38 5.28 2.04 1.74  -0.001
F2 5.68 2.91 0.79  0.000
C39 5.62 2.35 3.04  -0.003
F3 6.34 3.45 3.31  0.000
C40 5.24 1.52 4.07  0.001
F4 5.58 1.82 5.33  0.000
C41 4.52 0.38 3.80  -0.001
F5 4.18 -0.44 4.79  0.000
Ge1 4.10 0.31 -0.41  0.030
S1 2.08 0.47 -0.97  0.025
C42 5.40 1.27 -1.58  -0.002
C43 5.03 2.20 -2.55  -0.003
F6 3.77 2.62 -2.69  0.000
C44 5.94 2.76 -3.43  -0.001
F7 5.56 3.66 -4.34  0.000
C45 7.27 2.39 -3.36  0.000
F8 8.16 2.91 -4.22  0.000
C46 7.68 1.49 -2.40  0.000
F9 8.97 1.14 -2.32  0.000
C47 6.74 0.97 -1.53  0.001
F10 7.22 0.15 -0.56  0.000
C48 4.85 -1.53 -0.64  0.000
C49 5.60 -2.28 0.24  0.000
F11 5.94 -1.80 1.46  0.000
C50 6.09 -3.54 -0.06  0.000
F12 6.81 -4.23 0.84  0.000
C51 5.86 -4.08 -1.30  0.000
F13 6.34 -5.29 -1.61  0.000
C52 5.14 -3.36 -2.23  0.000
F14 4.94 -3.87 -3.45  0.000
C53 4.66 -2.11 -1.89  0.000
F15 3.99 -1.46 -2.86  0.000

## Properties
Energy relative to the best compared isomer or geometry (same formula, charge and spin)   32.4 kJ/mol
Total energy   -218336.6498 eV
Net charge   -1
Frontier orbital gap (spin up / spin down)   0.20746 / 0.23214 Ha
2S+1   4
M   1498.90 g mol⁻¹
<S²>   3.7717